The following is a quantum chemistry calculation of a cluster of 7 separate species, C25H51F2N7O11 in total at a distorted geometry, from OMol25.

The LUMO energy comes out at -0.228 eV. As for the multiplicity: 1. The value obtained for the electronic energy is -65138.1771 eV. Its SMILES is CCCO[C@]1(ON=O)[C@H](F)C(=O)O[C@@H]1F.CNC(C)=O.CNC(C)=O.CNC(C)=O.CNC(C)=O.CNC(C)=O.CNC(C)=O. For the HOMO energy, the calculation gives -8.79 eV. For the gap between HOMO and LUMO, the calculation gives 8.56 eV.

Geometry as XYZ:
```
96
Properties=species:S:1:pos:R:3:mulliken_charge:R:1
C -7.77 -0.70 2.92 -1.091
C -6.28 -0.83 3.28 -0.666
C -5.30 -0.74 2.10 -0.521
O -5.76 -0.01 0.95 -0.489
C -5.61 1.34 1.01 0.926
O -6.16 1.81 -0.27 -0.377
N -7.16 0.87 -0.77 0.336
O -8.19 1.39 -0.83 -0.355
C -6.38 2.20 2.02 0.072
F -5.81 2.14 3.25 -0.293
O -6.07 3.50 1.58 -0.429
C -4.71 3.47 1.32 0.012
O -4.07 4.41 1.38 -0.457
C -4.25 2.00 0.97 0.128
F -3.34 1.71 1.94 -0.320
H -8.31 -1.63 3.01 0.397
H -7.95 -0.31 1.93 0.220
H -8.23 -0.01 3.62 0.267
H -6.14 -1.81 3.72 0.542
H -5.97 -0.13 4.05 0.287
H -5.12 -1.75 1.75 0.514
H -4.34 -0.40 2.45 0.268
H -7.44 2.03 2.06 0.533
H -3.78 2.11 0.00 0.455
C -0.56 -1.32 6.27 -1.263
C -1.68 -1.69 5.33 0.879
O -2.70 -2.25 5.72 -0.678
N -1.53 -1.37 4.02 -0.012
C -0.40 -0.71 3.38 -0.584
H -0.83 -1.64 7.28 0.293
H 0.36 -1.83 5.98 0.364
H -0.40 -0.24 6.27 0.320
H -2.31 -1.64 3.45 0.068
H -0.75 0.21 2.91 0.203
H 0.01 -1.37 2.61 0.289
H 0.38 -0.47 4.10 0.143
C -3.14 -1.23 -1.75 -1.143
C -3.45 -2.49 -0.98 0.786
O -3.46 -2.51 0.25 -0.667
N -3.73 -3.61 -1.69 -0.152
C -3.77 -3.77 -3.14 -0.586
H -2.94 -0.43 -1.04 0.064
H -2.26 -1.37 -2.37 0.444
H -3.99 -0.94 -2.37 0.390
H -3.93 -4.41 -1.11 0.239
H -4.77 -4.10 -3.43 0.302
H -3.04 -4.53 -3.43 0.048
H -3.53 -2.85 -3.65 0.293
C -0.19 -6.36 -3.48 -1.342
C -0.88 -5.82 -4.70 0.817
O -1.46 -4.74 -4.70 -0.691
N -0.84 -6.57 -5.84 -0.171
C -0.21 -7.86 -6.04 -0.822
H -0.31 -5.65 -2.66 0.281
H -0.64 -7.32 -3.18 0.366
H 0.87 -6.50 -3.67 0.421
H -1.32 -6.14 -6.61 0.243
H 0.54 -7.78 -6.83 0.283
H -0.96 -8.59 -6.35 0.284
H 0.27 -8.21 -5.13 0.319
C 3.33 2.17 4.73 -1.264
C 3.27 0.98 3.79 0.784
O 2.79 -0.09 4.14 -0.676
N 3.76 1.15 2.54 -0.112
C 4.36 2.34 1.96 -0.750
H 2.90 1.88 5.69 0.305
H 4.36 2.47 4.90 0.369
H 2.76 3.00 4.33 0.343
H 3.69 0.32 1.97 0.221
H 3.79 2.63 1.08 0.205
H 5.38 2.11 1.64 0.254
H 4.39 3.16 2.66 0.290
C 4.08 5.09 -1.68 -1.622
C 4.55 3.66 -1.66 0.992
O 5.20 3.21 -0.72 -0.657
N 4.23 2.87 -2.71 -0.113
C 3.48 3.22 -3.90 -0.897
H 4.41 5.59 -0.77 0.337
H 4.50 5.62 -2.54 0.429
H 2.99 5.14 -1.72 0.395
H 4.58 1.93 -2.63 0.234
H 2.60 2.58 -3.98 0.298
H 4.10 3.06 -4.78 0.301
H 3.16 4.26 -3.88 0.337
C 8.06 2.13 -2.24 -0.819
C 9.03 2.85 -3.13 0.667
O 9.15 2.58 -4.32 -0.660
N 9.79 3.83 -2.57 -0.157
C 9.78 4.29 -1.20 -0.779
H 7.53 1.38 -2.82 0.293
H 8.58 1.63 -1.42 0.357
H 7.32 2.83 -1.83 0.033
H 10.42 4.27 -3.22 0.225
H 9.53 5.36 -1.17 0.269
H 10.78 4.16 -0.77 0.287
H 9.06 3.75 -0.60 0.291
```

The following is a quantum chemistry calculation of an isolated molecule of C22H22O6, from OMol25.

The LUMO energy comes out at 0.179 eV. As for the multiplicity: 1. The value obtained for the electronic energy is -35455.9632 eV. Its SMILES is CCCCOC(=O)Oc1ccc2c(=O)c(Oc3cc(C)cc(C)c3)coc2c1. For the HOMO energy, the calculation gives -8.43 eV. For the gap between HOMO and LUMO, the calculation gives 8.60 eV.

Geometry as XYZ:
```
50
Properties=species:S:1:pos:R:3:mulliken_charge:R:1
C 6.60 0.69 -6.78 -1.126
C 6.95 1.75 -5.74 -0.469
C 5.78 2.09 -4.81 -0.482
C 5.40 0.92 -3.91 -0.516
H 4.97 0.09 -4.48 0.353
H 6.27 0.55 -3.36 0.290
O 4.43 1.39 -2.97 -0.307
C 3.81 0.46 -2.26 0.674
O 4.00 -0.72 -2.34 -0.549
O 2.92 1.08 -1.47 -0.292
C 2.16 0.40 -0.54 0.535
C 0.93 0.98 -0.25 -0.489
C 0.11 0.40 0.72 0.308
C 0.51 -0.76 1.38 0.471
C 1.75 -1.32 1.07 -0.982
C 2.58 -0.75 0.12 -0.540
H 3.53 -1.20 -0.11 0.447
H 2.04 -2.22 1.59 0.475
C -0.35 -1.39 2.40 0.388
O -0.05 -2.40 3.01 -0.657
C -1.62 -0.67 2.58 -0.001
C -1.89 0.46 1.89 -0.139
O -1.07 1.00 0.96 -0.439
H -2.80 1.02 2.01 0.558
O -2.44 -1.18 3.54 -0.410
C -3.80 -0.97 3.50 0.386
C -4.53 -1.02 2.32 -0.401
C -5.91 -0.87 2.36 0.700
C -6.54 -0.69 3.58 -0.780
C -5.83 -0.66 4.77 1.033
C -4.44 -0.80 4.72 -1.014
H -3.86 -0.79 5.62 0.465
C -6.52 -0.50 6.09 -1.472
H -5.95 0.16 6.74 0.368
H -7.51 -0.09 5.95 0.372
H -6.61 -1.47 6.58 0.292
H -7.62 -0.58 3.61 0.369
C -6.72 -0.93 1.10 -1.550
H -6.08 -0.90 0.22 0.334
H -7.29 -1.86 1.06 0.328
H -7.42 -0.10 1.05 0.368
H -4.03 -1.18 1.38 0.452
H 0.62 1.88 -0.75 0.494
H 6.05 2.93 -4.18 0.322
H 4.91 2.38 -5.40 0.255
H 7.80 1.42 -5.15 0.304
H 7.24 2.67 -6.26 0.317
H 6.39 -0.27 -6.31 0.309
H 5.72 0.99 -7.35 0.293
H 7.43 0.56 -7.47 0.353
```

The following is a quantum chemistry calculation of a cluster of 9 separate species, C39H90Cl6 in total at a distorted geometry, from OMol25.

The LUMO energy comes out at 0.490 eV. As for the multiplicity: 1. The value obtained for the electronic energy is -117035.3518 eV. Its SMILES is CCCCCC.CCCCCC.CCCCCC.CCCCCC.CCCCCC.CCCCCC.ClCCl.ClCCl.ClCCl. For the HOMO energy, the calculation gives -10.65 eV. For the gap between HOMO and LUMO, the calculation gives 11.14 eV.

Geometry as XYZ:
```
135
Properties=species:S:1:pos:R:3:mulliken_charge:R:1
C 1.66 1.11 5.39 -1.390
C 1.17 -0.35 5.23 -0.216
C -0.27 -0.42 5.71 -1.253
C -0.93 -1.71 5.34 -0.145
C -0.26 -2.95 6.02 -0.404
C -1.06 -4.23 5.63 -1.313
H 2.71 1.07 5.31 0.432
H 1.39 1.32 6.41 0.460
H 1.19 1.91 4.70 0.148
H 1.29 -0.78 4.26 0.382
H 1.80 -0.97 5.88 0.423
H -0.81 0.57 5.50 0.350
H -0.33 -0.29 6.76 0.625
H -1.97 -1.63 5.63 0.436
H -0.85 -1.81 4.20 -0.129
H 0.77 -2.99 5.60 0.321
H -0.20 -2.92 7.13 0.302
H -0.51 -5.09 6.00 0.392
H -2.02 -4.16 6.10 0.330
H -1.21 -4.27 4.58 0.327
C 1.73 -1.23 0.12 -1.180
C 0.24 -1.18 0.33 -0.653
C -0.30 0.08 1.05 1.589
C -1.80 0.07 0.97 0.339
C -2.38 1.22 1.67 -0.520
C -2.73 0.98 3.13 -0.548
H 1.96 -2.19 -0.26 0.466
H 2.18 -1.11 1.09 0.097
H 2.10 -0.53 -0.57 0.072
H -0.30 -1.21 -0.64 0.062
H -0.10 -2.07 0.81 0.657
H 0.09 0.97 0.60 -0.538
H 0.08 0.00 2.10 -0.381
H -2.11 0.03 -0.09 -0.840
H -2.20 -0.95 1.26 0.562
H -1.71 2.08 1.72 0.281
H -3.33 1.54 1.18 0.301
H -1.97 0.40 3.61 -0.358
H -3.10 1.84 3.72 0.462
H -3.59 0.24 3.18 0.040
C -3.47 -3.02 -1.20 -1.148
C -4.22 -3.29 -2.54 -0.240
C -3.31 -3.05 -3.75 -0.138
C -4.11 -3.20 -5.09 -0.626
C -3.37 -2.82 -6.33 -0.479
C -1.97 -3.52 -6.41 -1.073
H -2.55 -3.57 -1.18 0.520
H -3.99 -3.48 -0.36 0.420
H -3.39 -2.01 -0.87 0.109
H -4.63 -4.35 -2.55 0.243
H -5.06 -2.67 -2.69 0.128
H -2.44 -3.78 -3.71 0.281
H -2.84 -2.07 -3.85 -0.054
H -4.36 -4.29 -5.18 0.275
H -5.03 -2.61 -5.05 0.322
H -3.91 -3.14 -7.18 0.394
H -3.14 -1.75 -6.41 0.222
H -1.34 -3.15 -5.62 0.159
H -1.98 -4.62 -6.37 0.313
H -1.44 -3.34 -7.35 0.373
C 4.24 0.10 3.10 -0.828
C 5.08 -0.67 2.16 -0.630
C 5.32 0.03 0.81 -0.164
C 6.15 -0.74 -0.20 -0.806
C 6.26 -0.07 -1.56 0.810
C 7.23 -0.81 -2.51 -1.416
H 4.81 1.05 3.37 0.345
H 4.14 -0.37 4.09 0.358
H 3.29 0.41 2.55 -0.022
H 6.08 -0.95 2.61 0.483
H 4.50 -1.61 2.04 0.247
H 5.67 1.02 0.90 0.580
H 4.30 0.39 0.43 -0.255
H 7.15 -0.80 0.25 0.340
H 5.76 -1.78 -0.31 0.280
H 5.30 0.05 -2.07 -0.278
H 6.67 0.93 -1.37 -0.023
H 8.18 -0.91 -1.98 0.356
H 7.13 -1.89 -2.82 0.328
H 7.29 -0.18 -3.45 0.335
C 6.68 4.54 -1.25 -0.854
C 5.34 4.84 -1.94 -0.422
C 4.21 4.67 -0.92 -0.063
C 2.79 4.82 -1.52 -0.241
C 1.68 4.80 -0.35 -0.942
C 1.79 3.52 0.51 -0.644
H 7.56 4.71 -1.93 0.359
H 6.69 3.48 -1.06 -0.017
H 6.74 5.18 -0.31 0.304
H 5.36 5.89 -2.30 0.298
H 5.26 4.14 -2.78 0.307
H 4.37 5.45 -0.16 0.255
H 4.32 3.66 -0.44 -0.157
H 2.69 5.54 -2.31 0.509
H 2.50 3.89 -2.00 -0.199
H 1.88 5.62 0.32 0.466
H 0.63 4.83 -0.69 0.387
H 2.76 3.46 0.95 0.390
H 1.00 3.56 1.28 0.383
H 1.55 2.60 -0.12 -0.087
C -3.26 1.50 -2.92 -1.293
C -1.76 1.35 -2.68 0.921
C -0.89 1.77 -3.86 -1.230
C 0.57 1.54 -3.70 -0.616
C 0.90 0.04 -3.36 1.314
C 2.44 -0.21 -3.61 -1.097
H -3.80 0.79 -3.64 0.199
H -3.48 2.49 -3.14 0.471
H -3.71 1.30 -1.93 0.203
H -1.50 1.92 -1.80 0.205
H -1.43 0.30 -2.44 -0.338
H -1.07 2.83 -4.02 0.465
H -1.15 1.31 -4.81 0.229
H 1.13 1.85 -4.52 0.717
H 0.82 2.16 -2.88 -0.110
H 0.50 -0.10 -2.34 -0.786
H 0.23 -0.60 -4.03 -0.111
H 2.72 -0.16 -4.69 0.447
H 3.09 0.49 -3.00 -0.036
H 2.72 -1.19 -3.17 0.375
C -7.34 -1.87 -0.64 0.056
Cl -8.08 -2.91 -1.80 -0.162
Cl -6.57 -0.46 -1.25 -0.114
H -8.12 -1.61 0.09 0.347
H -6.48 -2.40 -0.20 -0.107
C -6.20 -2.14 3.93 0.054
Cl -7.48 -2.96 4.96 -0.183
Cl -5.28 -3.21 2.87 -0.136
H -6.58 -1.33 3.32 0.073
H -5.48 -1.78 4.64 0.175
C -6.56 2.42 1.78 0.204
Cl -7.47 1.63 3.06 -0.164
Cl -7.67 3.16 0.61 -0.164
H -5.95 3.24 2.19 0.280
H -5.96 1.70 1.29 -0.148
```